# 1
The following is a quantum chemistry calculation of a single C5H9NO4 molecule at a distorted geometry, from the OMol25 dataset.

Last column: Mulliken charge in e.
Cartesian coordinates (Å):
H: -1.2795 1.4410 0.7004  0.26
C: 1.0778 -0.8170 -0.3428  0.24
H: 2.1709 2.0725 0.5601  0.35
O: 1.8024 -1.3530 -1.1454  -0.55
H: -0.3374 0.8372 1.9571  0.27
C: 0.0733 -1.5374 0.5204  -0.70
C: -2.0365 -0.5926 -0.5130  -0.72
H: -1.4666 -0.2311 -1.3845  0.40
O: -3.1177 0.2719 -0.2380  -0.54
C: -1.1483 -0.6268 0.7214  0.02
H: -3.3662 0.7448 -1.0359  0.34
H: 0.5520 -1.7364 1.4901  0.36
H: -1.7440 -0.9839 1.5742  0.37
C: 1.0628 0.7256 -0.1874  0.85
H: -2.3752 -1.6190 -0.7290  0.31
O: 0.8143 1.3892 -1.2067  -0.65
O: 2.0271 1.1250 0.6865  -0.50
N: -0.6160 0.7216 0.9852  -0.45
H: -0.1992 -2.4967 0.0628  0.36

Cartesian forces (eV/Å) of the 6 atoms listed first:
0.2 -0.1 0.2
-0.2 -0.3 0.1
0.0 0.0 -0.2
-0.3 0.5 0.5
-0.2 0.1 -0.2
-0.3 -0.2 -0.1

Summary:
Structure (SMILES): N[C@@H](CO)CC(=O)C(=O)O
LUMO level, hartree: 0.0208
Orbital gap, hartree: 0.3540
2S+1: 1
Energy relative to the best compared isomer or geometry (same formula, charge and spin), eV: 1.9471
Electronic energy, eV: -15010.29688

---

# 2
The following is a quantum chemistry calculation of a 2-piece molecular cluster, C2H7N2S overall at a distorted geometry, from the OMol25 dataset.

Last column: Mulliken charge in e.
Cartesian coordinates (Å):
H: -2.4436 -0.5428 0.0152  0.24
S: -0.7279 -2.1140 -0.6306  0.24
C: 1.6245 1.1166 0.2283  -0.17
C: -2.2210 -1.3878 -0.5996  -0.49
N: 0.5384 1.8233 0.5161  -0.18
H: -3.0167 -1.8527 -1.0142  0.35
H: 0.1860 1.6713 1.4543  0.31
H: 1.9857 0.4014 0.9155  0.33
H: 2.1653 1.3558 -0.5901  0.35
H: 1.2486 -1.7908 -0.2167  0.26
N: 0.4084 -1.2716 0.0492  -0.52
H: 0.2524 2.5915 -0.1275  0.30

Cartesian forces (eV/Å) of the 6 atoms listed first:
0.2 0.6 0.1
-2.3 0.9 -0.6
-4.2 1.4 2.5
4.4 0.3 1.7
3.2 -0.9 -1.0
-2.1 -1.8 -1.4

Summary:
LUMO level, hartree: -0.1967
Orbital gap, hartree: 0.2665
2S+1: 1
Total charge: +1
Energy relative to the best compared isomer or geometry (same formula, charge and spin), eV: 3.7192
Electronic energy, eV: -15993.03840